Record 1
The following is a quantum chemistry calculation of 16 unconnected molecules or ions with the total composition C37H104NO16 in a non-equilibrium geometry, from the Open Molecules 2025 dataset.

Atoms and positions in Å:
C  0.1978  -2.3655  0.0017
C  0.9265  -1.0171  -0.2360
C  0.2597  -0.2722  -1.4219
C  -1.1430  0.3042  -1.1341
C  -1.0157  1.2210  0.0703
C  -0.3651  0.5925  1.2941
N  0.8701  -0.1024  0.9394
O  1.6963  -0.5244  2.0556
C  -1.4188  -0.3014  2.0103
C  -0.0886  1.7957  2.2124
C  2.3620  -1.3109  -0.7273
H  0.3849  -3.1595  -0.7274
H  -0.8925  -2.3461  0.0418
H  0.5401  -2.8025  0.9423
H  0.2078  -0.9027  -2.3144
H  0.9029  0.5509  -1.7433
H  -1.8975  -0.4643  -0.9572
H  -1.4678  0.9039  -1.9873
H  -2.0055  1.6257  0.2999
H  -0.4901  2.1162  -0.2733
H  -0.9741  -0.6268  2.9535
H  -1.6703  -1.2785  1.5936
H  -2.3898  0.1691  2.1769
H  -0.9779  2.3591  2.4930
H  0.6449  2.4679  1.7674
H  0.4252  1.3563  3.0686
H  2.8918  -1.7049  0.1414
H  2.8091  -0.3339  -0.9155
H  2.4281  -2.0244  -1.5467
C  -2.4665  -3.1025  3.6488
C  -3.2037  -3.9585  2.5911
O  -2.5837  -5.2326  2.4335
H  -2.5217  -3.5503  4.6432
H  -3.0536  -2.1996  3.8283
H  -1.4305  -2.8440  3.4385
H  -3.2018  -3.4159  1.6434
H  -4.2195  -4.0701  2.9771
H  -3.0864  -5.6380  1.7209
C  2.8598  -4.9304  -2.2389
C  3.1718  -6.2468  -3.0164
O  3.4750  -5.8339  -4.3458
H  2.5007  -5.2070  -1.2440
H  2.0832  -4.3162  -2.6922
H  3.7399  -4.3364  -1.9917
H  2.3021  -6.9047  -3.0383
H  4.0172  -6.7398  -2.5347
H  4.0933  -6.4461  -4.7524
C  -0.8896  1.4086  6.9469
C  -0.1017  0.4637  6.0348
O  -0.9273  -0.6133  5.6923
H  -0.8387  1.0959  7.9921
H  -1.9434  1.5221  6.6989
H  -0.4339  2.4007  6.9369
H  0.9235  0.2215  6.3241
H  0.0669  0.9909  5.0880
H  -0.4116  -1.1620  5.0882
C  -4.9902  -0.6409  -0.8172
C  -5.9920  -0.6513  0.3435
O  -7.2105  -0.1339  -0.0917
H  -5.3036  -1.1888  -1.7062
H  -4.0868  -1.1635  -0.4963
H  -4.7079  0.3702  -1.1109
H  -5.6141  -0.0680  1.1857
H  -6.0818  -1.7014  0.6380
H  -7.7209  0.1022  0.6870
C  -3.3014  2.5865  4.3598
C  -4.3351  3.4654  5.0399
O  -5.6405  3.0100  4.6329
H  -3.3891  2.5333  3.2744
H  -3.4332  1.5528  4.6842
H  -2.3029  2.9618  4.5897
H  -4.3014  4.4872  4.6616
H  -4.2759  3.4709  6.1290
H  -5.7756  2.1504  5.0416
C  2.8045  -1.1748  -4.4479
C  3.7126  -2.1001  -5.2553
O  2.9292  -2.5746  -6.3671
H  1.8904  -1.6832  -4.1380
H  2.5532  -0.2677  -4.9949
H  3.3317  -1.0367  -3.5005
H  4.0745  -2.8921  -4.5964
H  4.5826  -1.6418  -5.7239
H  2.3447  -3.2766  -6.0684
C  0.7016  -4.3841  5.0770
C  1.2753  -3.5013  4.0037
O  1.2534  -2.1783  4.4640
H  0.8139  -5.4457  4.8518
H  -0.3651  -4.2100  5.2336
H  1.1258  -4.1984  6.0650
H  0.7345  -3.6316  3.0641
H  2.3302  -3.7528  3.8594
H  1.3525  -1.5826  3.7050
C  5.9368  -1.8088  -1.2808
C  6.8891  -2.3665  -2.3030
O  7.3330  -1.2989  -3.0939
H  5.5315  -2.5962  -0.6450
H  5.0925  -1.3159  -1.7620
H  6.5252  -1.0888  -0.7133
H  6.5081  -3.1532  -2.9613
H  7.7608  -2.7965  -1.7987
H  7.9808  -1.5663  -3.7490
O  3.0016  1.8689  3.1196
H  2.7819  2.0859  4.0287
H  2.3786  1.1642  2.8795
O  2.7320  2.0349  -0.0463
H  2.0480  1.3724  0.1300
H  2.6137  2.2616  -0.9763
O  4.5077  -0.2086  1.4689
H  3.5661  -0.4244  1.5842
H  4.9308  -1.0552  1.3091
C  1.5085  3.8536  -3.0933
C  2.2493  2.7071  -3.7517
C  3.0778  3.0119  -5.0222
O  3.1191  2.1320  -2.7873
H  0.8158  4.3354  -3.7852
H  2.2597  4.6008  -2.8311
H  0.9149  3.5782  -2.2221
H  1.4942  1.9842  -4.0789
H  3.7158  2.1942  -5.3596
H  3.7187  3.8915  -4.9357
H  2.4104  3.2445  -5.8551
H  3.6655  1.5198  -3.2886
C  -1.7770  -2.9090  -4.7356
C  -1.7005  -3.8625  -3.5198
C  -2.7336  -3.4920  -2.4226
O  -2.0552  -5.1754  -3.9043
H  -1.4895  -1.9139  -4.3927
H  -2.8139  -2.8258  -5.0674
H  -1.1137  -3.2360  -5.5352
H  -0.6666  -3.8338  -3.1754
H  -3.7707  -3.6432  -2.7154
H  -2.6229  -2.4225  -2.2151
H  -2.4362  -3.9055  -1.4588
H  -2.7297  -5.0972  -4.5841
C  -3.2273  4.8038  -1.4864
C  -2.8144  5.4274  -2.8146
C  -2.3007  4.4139  -3.7953
O  -3.9411  6.1032  -3.3803
H  -2.4355  4.1148  -1.1819
H  -4.0853  4.1364  -1.5857
H  -3.4018  5.4774  -0.6469
H  -2.0106  6.1370  -2.5992
H  -2.1392  4.9603  -4.7277
H  -2.9933  3.6058  -4.0288
H  -1.3145  4.0514  -3.5090
H  -4.2833  6.6579  -2.6737
C  -0.8842  6.1547  3.0405
C  0.1348  5.3982  2.2047
C  -0.4409  4.8282  0.9186
O  1.1875  6.2778  1.8101
H  -1.6281  6.7357  2.4910
H  -0.4028  6.8483  3.7305
H  -1.4628  5.4296  3.6172
H  0.5460  4.5928  2.8118
H  0.3889  4.2932  0.4568
H  -0.8389  5.5773  0.2303
H  -1.3086  4.1860  1.0798
H  0.8451  7.0529  1.3585

For the total energy, the calculation gives -74303.0125 eV. Its charge is -1.

***

Record 2
The following is a quantum chemistry calculation of a molecular structure, C21H56N6O16PSn in a non-equilibrium geometry, from the Open Molecules 2025 dataset.

Atoms and positions in Å:
Sn  -0.9380  -0.5314  -1.0083
P  0.2096  -3.1634  1.1159
O  -0.8336  -3.3012  -0.0495
O  -0.5064  -3.6065  2.4350
O  0.6956  -1.7336  1.1152
O  1.3386  -4.1715  0.6875
N  0.8591  -2.8817  -4.1324
O  1.3714  -3.9653  -3.9915
O  0.1548  -2.4007  -3.2576
O  1.0963  -2.2239  -5.1445
N  -4.1278  -0.1157  0.6887
O  -4.1563  -1.2371  0.2447
O  -5.0166  0.6957  0.4756
O  -3.1251  0.2284  1.3037
C  1.9101  1.1123  3.2660
C  0.5681  1.4447  2.6697
C  0.4632  2.9748  2.6370
O  0.4670  0.7978  1.3833
H  1.9168  1.5066  4.2821
H  2.6728  1.5828  2.6455
H  2.1190  0.0427  3.2488
H  -0.2295  1.0598  3.3052
H  1.2725  3.3396  2.0044
H  0.5788  3.4916  3.5897
H  -0.5006  3.2760  2.2267
H  0.3844  -0.1335  1.6011
C  -3.7575  -3.5346  -2.8680
O  -3.1531  -2.2610  -2.9291
C  -3.1895  -1.6426  -4.1661
C  -2.5908  -0.2312  -4.0778
N  -3.3140  0.4306  -2.8750
C  -3.3348  1.9338  -2.9012
C  -1.8761  2.4925  -2.9102
O  -1.2345  2.5405  -1.6377
C  -1.8614  3.4682  -0.7933
H  -3.8462  -3.7040  -1.7949
H  -3.1958  -4.3583  -3.3085
H  -4.7948  -3.6524  -3.1816
H  -4.2158  -1.5586  -4.5237
H  -2.7790  -2.1692  -5.0276
H  -2.6542  0.3049  -5.0247
H  -1.5590  -0.4330  -3.7903
H  -4.2508  0.0597  -2.8041
H  -3.9679  2.2865  -2.0871
H  -3.7076  2.3929  -3.8168
H  -1.7630  3.5342  -3.2106
H  -1.2299  1.8887  -3.5473
H  -2.7529  3.1704  -0.2414
H  -2.2515  4.4005  -1.2018
H  -1.1793  3.7639  0.0038
C  1.6861  1.3664  -4.7531
C  2.3206  1.5677  -3.3971
C  2.3367  3.0838  -2.9994
O  3.0391  3.1231  -1.8077
C  2.2833  3.8773  -0.8288
N  1.6708  0.8611  -2.4015
H  0.7485  1.9129  -4.8553
H  1.2922  0.3560  -4.8626
H  2.4138  1.6787  -5.5021
H  3.3222  1.1410  -3.4516
H  1.3166  3.3975  -2.7780
H  2.6982  3.7922  -3.7447
H  2.0997  4.8825  -1.2081
H  2.8245  3.9093  0.1168
H  1.3205  3.4616  -0.5317
H  1.8830  -0.0929  -2.6562
H  2.2843  0.9896  -1.6095
C  4.8548  -1.4107  -1.8791
C  4.0389  -1.5831  -0.5508
C  4.1779  -0.3481  0.3795
O  5.5661  -0.2580  0.6533
C  5.9314  0.9361  1.3171
N  2.6014  -1.7061  -0.8569
H  4.5276  -2.1531  -2.6071
H  5.8963  -1.6601  -1.6760
H  4.9139  -0.3913  -2.2606
H  4.2649  -2.5393  -0.0788
H  3.5991  -0.4614  1.2962
H  3.8686  0.5652  -0.1288
H  5.8380  1.8518  0.7333
H  7.0207  0.8977  1.3301
H  5.5477  1.0800  2.3271
H  2.0586  -1.4954  -0.0316
H  2.3867  -2.6840  -0.9898
C  -3.5360  -0.7296  5.3156
C  -2.1681  -1.1800  4.7896
C  -1.5138  -2.1879  5.6584
O  -1.5299  -2.1034  7.0994
C  -2.7277  -2.5050  7.6459
N  -2.4186  -1.8066  3.5237
H  -4.0071  0.0039  4.6612
H  -3.4440  -0.1124  6.2093
H  -4.2514  -1.5381  5.4662
H  -1.4114  -0.3954  4.7911
H  -0.4637  -2.1514  5.3685
H  -1.8085  -3.1932  5.3574
H  -2.5764  -2.8889  8.6548
H  -3.1398  -3.3753  7.1352
H  -3.5259  -1.7768  7.7895
H  -2.8032  -1.0930  2.9212
H  -1.4917  -2.1247  3.2792

For the total energy, the calculation gives -79493.6723 eV. Its charge is -3.

***

Record 3
The following is a quantum chemistry calculation of a molecular structure, C28H44N5O3P2S2V in a non-equilibrium geometry, from the Open Molecules 2025 dataset.

Atoms and positions in Å:
V  0.3248  0.0505  -0.0015
C  -4.6599  -3.3457  3.6592
C  -3.5770  -3.5664  2.6200
O  -2.9691  -2.3150  2.2863
P  -1.3735  -2.1053  2.4108
S  -1.2343  -0.1678  1.8716
S  -0.3992  -3.6029  1.5648
O  -1.0440  -2.2444  3.9859
C  -1.8083  -1.5534  4.9752
C  -0.9788  -0.4875  5.6642
H  -5.1514  -4.2886  3.8758
H  -5.3956  -2.6383  3.2836
H  -4.2385  -2.9522  4.5809
H  -4.0047  -3.9631  1.6943
H  -2.8184  -4.2715  2.9760
H  -2.1243  -2.3187  5.6915
H  -2.6885  -1.1066  4.5020
H  -0.0950  -0.9312  6.1154
H  -1.5732  -0.0144  6.4402
H  -0.6734  0.2663  4.9436
N  2.8863  1.7328  0.0405
P  1.6427  1.6105  1.1858
C  1.6370  3.3605  1.7204
C  2.8072  3.9125  2.2397
C  2.8551  5.2522  2.5745
C  1.7283  6.0460  2.4162
C  0.5548  5.4961  1.9287
C  0.5115  4.1581  1.5747
C  2.4889  0.9305  2.6506
C  3.6966  0.2483  2.5755
C  4.2589  -0.2877  3.7211
C  3.6229  -0.1380  4.9433
C  2.4289  0.5622  5.0252
C  1.8535  1.0810  3.8795
C  2.8609  1.0211  -1.1295
C  3.9525  1.0615  -2.0031
C  3.9259  0.3131  -3.1639
C  2.8017  -0.4681  -3.4101
C  1.7706  -0.4467  -2.4968
N  1.7620  0.2897  -1.3814
H  3.6588  2.3769  0.1798
H  3.6759  3.2868  2.3956
H  3.7685  5.6788  2.9599
H  1.7660  7.0918  2.6781
H  -0.3263  6.1112  1.8222
H  -0.4024  3.7194  1.1957
H  4.1976  0.1456  1.6214
H  5.2018  -0.8110  3.6677
H  4.0746  -0.5576  5.8311
H  1.9567  0.7109  5.9844
H  0.9167  1.6238  3.9179
H  4.8105  1.6638  -1.7447
H  4.7620  0.3232  -3.8450
H  2.7366  -1.0866  -4.2898
H  0.8986  -1.0589  -2.6523
N  -0.8114  -1.6320  -0.9343
C  -1.3461  -2.1543  -2.1957
C  -2.3758  -1.2273  -2.8501
C  -1.9566  0.2463  -2.8866
C  -2.2550  1.0050  -1.5836
N  -1.0311  1.4701  -0.9144
H  -0.1777  -2.3438  -0.5591
H  -1.5894  -1.6052  -0.2673
H  -1.8211  -3.1343  -2.0295
H  -0.5192  -2.3295  -2.8932
H  -3.3283  -1.3196  -2.3253
H  -2.5335  -1.5831  -3.8709
H  -2.4846  0.7346  -3.7060
H  -0.8883  0.3155  -3.1053
H  -2.7862  0.3589  -0.8804
H  -2.9096  1.8618  -1.8028
H  -1.3282  2.0236  -0.1088
H  -0.5500  2.1110  -1.5492
C  3.2587  -3.5199  0.7655
N  2.6863  -2.9040  1.9409
C  2.7689  -3.6200  3.1950
C  1.8237  -1.9037  1.8057
O  1.6365  -1.3107  0.7352
H  4.3274  -3.6804  0.9069
H  3.0984  -2.8579  -0.0857
H  2.7669  -4.4759  0.5659
H  3.4116  -4.4874  3.0724
H  1.7747  -3.9581  3.4955
H  3.1818  -2.9796  3.9759
H  1.3645  -1.5758  2.7499

Its charge is +1. As for the spin multiplicity: 2. The energy above the lowest of the compared OMol25 structures with the same formula, charge and spin comes out at 94.8 kJ/mol.

***

Record 4
The following is a quantum chemistry calculation of a molecular structure, C40H54IrN4Si2 in a non-equilibrium geometry, from the Open Molecules 2025 dataset.

Atoms and positions in Å:
Ir  0.4343  -0.6553  0.0857
C  -0.3952  -0.4370  4.7166
C  -0.0078  -1.6945  5.1574
C  0.4655  -2.6033  4.2303
C  0.5502  -2.2395  2.8844
N  0.1690  -1.0198  2.4693
C  -0.2827  -0.1525  3.3670
C  1.0348  -3.1665  1.8571
C  1.6737  -4.3676  2.1638
C  2.0769  -5.2003  1.1346
C  1.8153  -4.8323  -0.1740
C  1.1626  -3.6270  -0.4207
N  0.8115  -2.8044  0.5836
C  0.7319  -3.2201  -1.7624
C  0.9996  -3.9758  -2.9047
C  0.4544  -3.5934  -4.1170
C  -0.3777  -2.4830  -4.1528
C  -0.5555  -1.7584  -2.9856
N  0.0066  -2.0891  -1.8297
H  -0.7703  0.3089  5.3978
H  -0.0799  -1.9641  6.1992
H  0.7535  -3.5885  4.5534
H  -0.5618  0.8187  2.9918
H  1.8640  -4.6490  3.1848
H  2.5719  -6.1336  1.3493
H  2.0923  -5.4903  -0.9796
H  1.6392  -4.8409  -2.8523
H  0.6590  -4.1589  -5.0124
H  -0.8555  -2.1702  -5.0673
H  -1.1808  -0.8771  -2.9806
C  2.0158  1.9906  -3.9609
C  0.6899  2.2193  -3.3086
C  -0.0706  3.3455  -3.6282
C  -1.2861  3.5891  -2.9896
C  -2.1201  4.7736  -3.3595
C  -1.7208  2.7324  -1.9965
C  -0.9971  1.5614  -1.6454
C  0.2111  1.3390  -2.3651
N  -1.3359  0.6646  -0.6992
C  -2.6491  0.5486  -0.1197
C  -2.9353  1.6964  0.8842
C  -4.3182  1.5313  1.5025
C  -5.3825  1.5215  0.4070
C  -5.1247  0.3413  -0.5276
C  -5.1937  -0.9555  0.2726
C  -4.1018  -0.9298  1.3394
C  -4.3551  0.2306  2.2991
C  -2.7325  -0.7683  0.6749
C  -3.7590  0.4811  -1.1971
H  2.1071  2.5864  -4.8632
H  2.1631  0.9423  -4.2106
H  2.8168  2.2878  -3.2833
H  0.2870  4.0352  -4.3753
H  -1.6209  5.3839  -4.1066
H  -2.3371  5.3919  -2.4889
H  -3.0742  4.4417  -3.7695
H  -2.6107  3.0178  -1.4622
H  0.7568  0.4218  -2.1733
H  -2.8565  2.6669  0.4027
H  -2.1886  1.6602  1.6784
H  -4.4959  2.3794  2.1728
H  -5.3537  2.4619  -0.1464
H  -6.3737  1.4345  0.8503
H  -5.8920  0.3264  -1.3072
H  -5.0580  -1.8179  -0.3807
H  -6.1721  -1.0485  0.7438
H  -4.1097  -1.8715  1.8961
H  -3.5907  0.2470  3.0808
H  -5.3258  0.1117  2.7802
H  -2.5524  -1.6092  0.0002
H  -1.9610  -0.7727  1.4469
H  -3.7484  1.3622  -1.8366
H  -3.5683  -0.3876  -1.8304
C  2.7177  1.1974  3.1980
Si  2.3243  1.9551  1.4942
C  3.5845  3.3025  1.0143
C  0.5881  2.7525  1.3344
C  2.2766  0.5405  0.1399
Si  3.9289  -0.4475  0.0207
C  4.2135  -1.5371  1.5558
C  3.7578  -1.4990  -1.5737
C  5.4318  0.6962  -0.2366
H  2.1291  1.6556  3.9854
H  3.7631  1.3556  3.4432
H  2.5404  0.1292  3.2281
H  3.3045  4.2406  1.4864
H  3.6165  3.4812  -0.0573
H  4.5922  3.0668  1.3380
H  0.2903  3.2542  2.2501
H  -0.1624  2.0100  1.0791
H  0.5874  3.4978  0.5437
H  2.2020  1.1168  -0.7872
H  3.3130  -2.0403  1.8890
H  4.5821  -0.9434  2.3840
H  4.9580  -2.3016  1.3567
H  2.9430  -2.2098  -1.5167
H  4.6721  -2.0591  -1.7312
H  3.6019  -0.8765  -2.4474
H  5.7909  1.1115  0.6995
H  5.2271  1.5228  -0.9083
H  6.2511  0.1287  -0.6692

Its charge is +2. As for the spin multiplicity: 6. The energy above the lowest of the compared OMol25 structures with the same formula, charge and spin comes out at 0.0 kJ/mol.

***

Record 5
The following is a quantum chemistry calculation of a single C10H10N2O molecule in a non-equilibrium geometry, from the Open Molecules 2025 dataset.

Atoms and positions in Å:
C  -3.0088  0.5291  0.1954
C  -1.4818  0.5756  0.0734
C  -0.9083  1.8419  0.0887
C  0.4501  2.0755  -0.0269
C  1.2072  0.8516  -0.0515
C  2.6216  0.9949  -0.1504
C  2.8888  -1.2031  0.1499
C  1.6177  -1.5413  -0.0846
C  0.6736  -0.4107  -0.0415
C  -0.8066  -0.5723  0.0627
H  -3.1904  -1.5601  -0.0583
H  -3.8621  -0.5134  -1.2017
H  -3.3295  1.3537  -0.3280
H  -3.1981  0.6641  1.3331
H  -1.5369  2.7413  0.0155
H  1.0772  3.0079  0.0175
H  3.0221  1.9511  -0.1388
H  3.4863  -2.1328  0.0254
H  1.3610  -2.5942  -0.0648
H  -1.1781  -2.3004  0.7959
N  -3.7093  -0.6313  -0.2494
N  3.4895  -0.0414  -0.0156
O  -1.3292  -1.8444  0.0209

Its structure (SMILES) is NCc1ccc2cnccc2c1O. Its charge is 0. The energy above the lowest of the compared OMol25 structures with the same formula, charge and spin comes out at 208.5 kJ/mol.

***

Q: Among the records above, which one has the highest charge?
A: C40H54IrN4Si2